The following is a quantum chemistry calculation of 3 unconnected molecules or ions with the total composition C3H6N2O2 in a non-equilibrium geometry, from the Open Molecules 2025 dataset.

XYZ file:
```
13
Properties=species:S:1:pos:R:3
O -3.198 -1.583 -0.397
N 2.416 -0.907 -1.186
C -0.338 0.828 1.163
H 1.561 1.055 0.266
H 1.567 -1.396 -0.946
N -0.926 0.068 0.295
H 2.736 -1.455 -2.029
C -3.529 -0.672 0.163
C 0.656 1.507 0.338
O -3.943 0.214 0.736
H 3.047 -1.005 -0.309
H -0.410 1.005 2.245
H 0.361 2.341 -0.338
```

Multiplicity: 1
M, g mol⁻¹: 102.093
Net charge: 0
Orbital gap (spin up / spin down), eV: 9.47 / 8.99